This record from OMol25 describes a 9-piece molecular cluster, C31H61F8N3O9S9 overall in a non-equilibrium geometry. The level of theory is ωB97M-V with the def2-TZVPD basis set.

- Kohn-Sham gap: 7.122 eV
- F_max: 1.95 eV/A

Structure (ORCA input):
```
! wB97M-V def2-TZVPD RIJCOSX def2/J DEFGRID3
* xyz 0 1
N 2.015 -2.801 0.236
C 0.714 -2.265 0.190
C -0.283 -3.002 -0.399
C -1.634 -2.525 -0.444
C -2.684 -3.405 -1.105
C -3.704 -2.640 -1.968
O -4.535 -1.719 -1.261
C -5.253 -2.322 -0.233
C -6.128 -1.205 0.392
F -5.342 -0.127 0.642
F -7.052 -0.783 -0.519
C -6.873 -1.636 1.683
F -7.500 -0.540 2.179
F -7.827 -2.548 1.364
C -5.968 -2.192 2.825
F -4.758 -1.611 2.887
F -6.590 -1.921 4.006
C -5.777 -3.756 2.770
F -4.497 -4.062 3.111
F -6.621 -4.371 3.621
C -1.885 -1.300 0.114
C -0.867 -0.501 0.696
N -1.223 0.729 1.186
C -0.213 1.399 1.689
S -0.528 3.046 2.318
C 1.121 0.887 1.762
N 1.502 -0.287 1.310
C 0.453 -0.965 0.749
H 2.527 -2.391 1.014
H 1.941 -3.801 0.419
H -0.007 -3.974 -0.820
H -2.140 -4.079 -1.791
H -3.178 -4.068 -0.374
H -4.317 -3.327 -2.586
H -3.130 -2.030 -2.683
H -4.616 -2.699 0.591
H -5.963 -3.101 -0.578
H -5.920 -4.148 1.749
H -2.902 -0.909 0.116
H -1.818 3.253 1.949
H 1.884 1.533 2.232
C 0.723 6.889 0.427
S 0.839 5.267 -0.329
O 2.097 4.636 0.155
C 1.151 5.866 -1.999
H 0.567 6.758 1.497
H 1.649 7.444 0.262
H -0.122 7.429 0.000
H 2.050 6.484 -2.009
H 0.291 6.442 -2.343
H 1.296 5.003 -2.648
C -9.111 -2.462 -2.680
S -8.572 -4.163 -2.894
O -7.100 -4.192 -2.667
C -8.841 -4.227 -4.672
H -8.985 -2.198 -1.631
H -8.503 -1.800 -3.297
H -10.163 -2.373 -2.953
H -8.251 -3.453 -5.163
H -9.902 -4.087 -4.883
H -8.527 -5.207 -5.029
C -2.914 10.589 -2.050
S -2.655 9.587 -0.579
O -1.619 8.571 -0.912
C -4.250 8.758 -0.629
H -2.010 11.168 -2.232
H -3.112 9.944 -2.906
H -3.752 11.266 -1.885
H -4.363 8.230 -1.576
H -5.046 9.494 -0.509
H -4.289 8.045 0.192
C -1.412 1.685 -2.333
S -1.278 0.102 -3.175
O -0.023 -0.541 -2.719
C -0.962 0.783 -4.814
H -1.573 1.494 -1.272
H -0.491 2.253 -2.466
H -2.261 2.240 -2.734
H -0.069 1.408 -4.789
H -1.824 1.369 -5.137
H -0.808 -0.045 -5.503
C 4.715 -6.441 -1.919
S 3.863 -6.648 -0.349
O 3.197 -5.353 -0.035
C 5.348 -6.746 0.658
H 3.966 -6.320 -2.700
H 5.350 -5.555 -1.882
H 5.314 -7.329 -2.123
H 5.942 -5.840 0.529
H 5.923 -7.624 0.366
H 5.047 -6.840 1.700
C 6.281 -11.151 -1.975
S 5.431 -11.357 -0.402
O 4.763 -10.066 -0.088
C 6.919 -11.450 0.605
H 5.531 -11.032 -2.755
H 6.915 -10.263 -1.940
H 6.883 -12.036 -2.182
H 7.512 -10.543 0.475
H 7.500 -12.326 0.316
H 6.619 -11.542 1.647
C 4.647 4.530 2.527
S 4.582 2.788 2.937
O 3.153 2.444 3.188
C 5.383 2.938 4.541
H 4.154 4.672 1.565
H 4.128 5.110 3.290
H 5.682 4.847 2.457
H 4.816 3.619 5.176
H 6.400 3.307 4.404
H 5.414 1.951 5.002
C 7.839 8.710 2.900
S 7.788 6.958 3.307
O 6.364 6.600 3.548
C 8.580 7.114 4.915
H 7.353 8.849 1.936
H 7.308 9.281 3.662
H 8.876 9.038 2.835
H 8.002 7.788 5.548
H 9.594 7.493 4.786
H 8.618 6.128 5.373
*
```